{
  "formula": "C13H41CdN2O9",
  "method": "ωB97M-V/def2-TZVPD",
  "lumo_ev": [0.07, -0.52],
  "spin_multiplicity": 2,
  "total_energy_ev": -40111.713,
  "charge": 0,
  "fmax_ev_per_a": 3.62,
  "symbols": ["Cd", "C", "O", "H", "H", "H", "C", "O", "C", "C", "N", "C", "C", "O", "C", "H", "H", "H", "H", "H", "H", "H", "H", "H", "H", "H", "H", "H", "H", "H", "C", "O", "C", "C", "N", "C", "C", "O", "C", "H", "H", "H", "H", "H", "H", "H", "H", "H", "H", "H", "H", "H", "H", "H", "O", "H", "H", "O", "H", "H", "O", "H", "H", "O", "H", "H"],
  "coordinates": [[2.065, 0.722, 5.733], [0.200, -0.469, 3.195], [0.717, -0.264, 4.437], [0.865, -0.026, 2.454], [0.166, -1.495, 2.828], [-0.783, -0.043, 2.993], [-6.944, -0.797, 2.067], [-5.553, -0.786, 1.703], [-4.849, 0.387, 2.061], [-3.355, 0.303, 1.631], [-3.243, 0.457, 0.143], [-1.877, 0.610, -0.393], [-1.908, 1.084, -1.861], [-1.948, 2.469, -1.966], [-2.021, 2.978, -3.297], [-7.248, -1.823, 1.860], [-7.488, -0.086, 1.445], [-6.967, -0.642, 3.146], [-4.987, 0.688, 3.099], [-5.346, 1.232, 1.587], [-2.970, -0.638, 2.023], [-2.922, 1.171, 2.129], [-3.769, 1.257, -0.177], [-1.451, -0.393, -0.388], [-1.257, 1.309, 0.169], [-2.635, 0.578, -2.497], [-0.955, 0.785, -2.299], [-2.808, 2.572, -3.933], [-1.050, 2.871, -3.780], [-2.321, 4.005, -3.090], [3.976, 2.740, -5.010], [3.621, 1.441, -4.572], [2.598, 0.827, -5.300], [2.406, -0.663, -4.861], [1.973, -0.884, -3.463], [1.863, -2.298, -3.083], [1.626, -2.600, -1.579], [2.513, -1.883, -0.767], [2.317, -2.056, 0.642], [4.109, 2.673, -6.090], [4.961, 2.996, -4.621], [3.275, 3.463, -4.591], [2.842, 0.925, -6.358], [1.641, 1.307, -5.096], [3.350, -1.092, -5.197], [1.610, -1.102, -5.463], [2.496, -0.318, -2.810], [2.708, -2.868, -3.470], [1.034, -2.767, -3.613], [1.799, -3.658, -1.384], [0.583, -2.364, -1.371], [2.609, -1.159, 1.187], [2.762, -2.984, 1.003], [1.244, -2.102, 0.828], [3.166, -1.103, 5.857], [3.909, -1.431, 6.364], [2.888, -1.851, 5.329], [2.553, -2.903, 3.716], [1.924, -2.185, 3.787], [2.051, -3.626, 3.341], [-1.651, 1.855, 4.974], [-1.160, 1.088, 4.680], [-1.512, 2.507, 4.288], [3.255, 1.181, 4.124], [3.118, 1.911, 3.519], [4.185, 0.971, 4.039]],
  "mulliken_charge": [0.35, 0.32, -0.73, 0.17, 0.24, -0.62, -0.74, -0.32, -0.82, -0.28, -0.37, -0.31, -0.55, -0.32, -0.65, 0.23, 0.28, 0.32, 0.47, 0.36, 0.22, 0.24, 0.26, 0.20, 0.27, 0.38, 0.31, 0.30, 0.20, 0.26, -0.70, -0.32, -0.45, -0.80, -0.07, -0.85, -0.37, -0.33, -0.69, 0.32, 0.23, 0.25, 0.47, 0.18, 0.36, 0.37, 0.23, 0.41, 0.35, 0.32, 0.24, 0.26, 0.31, 0.31, -0.38, 0.25, 0.34, -0.73, 0.31, 0.34, -0.66, 0.28, 0.31, -0.29, 0.25, 0.28]
}